[1]
Entry from the Open Molecules 2025 dataset: 3 unconnected molecules or ions with the total composition C48H44O9P2S (the ωB97M-V functional and the def2-TZVPD basis).

Charge: 0
2S+1: 1
Electronic energy: -98329.1011 eV
HOMO: -0.302 hartree
HOMO-LUMO gap: 7.10 eV
SMILES string: CCP(CCc1ccccc1)(COC(C)=O)(COc1ccccc1)P(O)(O)=S.O=C1c2ccccc2C(=O)c2ccccc21.O=C1c2ccccc2C(=O)c2ccccc21

Cartesian coordinates (Å):
C 2.795956 2.626791 1.341205
C 1.709830 3.499984 2.063929
P 0.880168 2.822922 3.597632
C 1.413660 3.016898 5.382799
C 2.884805 2.557434 5.727249
C 3.988750 3.025930 4.735076
C 4.992534 2.008200 4.337083
C 6.096652 2.291935 3.419364
C 6.219067 3.644579 2.843300
C 5.247078 4.676352 3.244194
C 4.152830 4.365401 4.189227
C 1.575730 1.067358 3.422587
O 1.012393 0.154892 4.449572
C 1.006422 -1.103715 3.815686
C -0.296152 -1.650931 3.143592
O 2.000709 -1.780913 3.778916
C -0.865064 2.076755 3.322622
O -1.521880 1.725027 4.553299
C -2.912049 1.764503 4.434750
C -3.691936 2.269102 5.578919
C -5.138129 2.346710 5.440781
C -5.880658 1.940513 4.235196
C -5.109075 1.400941 3.103968
C -3.659208 1.335489 3.258299
P -0.113332 4.860469 3.789063
O -0.911446 5.302498 2.359421
O 1.023178 6.100188 4.049248
S -1.422420 4.991166 5.221277
H 2.335438 1.734242 0.838868
H 3.288475 3.267119 0.551331
H 3.625399 2.246815 1.987732
H 2.169877 4.508406 2.277062
H 0.891315 3.708251 1.308701
H 1.317615 4.076960 5.753903
H 0.709990 2.405670 6.019198
H 3.135226 3.004210 6.735915
H 2.957779 1.444275 5.833243
H 4.930333 0.969421 4.751611
H 6.809879 1.462486 3.190960
H 7.040745 3.847479 2.121174
H 5.343992 5.703034 2.804962
H 3.453105 5.182538 4.475503
H 2.686510 0.960643 3.526318
H 1.294652 0.590917 2.432862
H -0.063912 -1.869585 2.065114
H -1.174379 -0.960717 3.236835
H -0.578289 -2.612575 3.642969
H -1.521284 2.777058 2.734917
H -0.803574 1.129897 2.706420
H -3.140783 2.568954 6.496402
H -5.720898 2.757101 6.294978
H -6.986496 2.029996 4.153217
H -5.569237 1.054996 2.150304
H -3.059008 0.952702 2.389050
H -1.821643 5.574918 2.586926
H 0.819493 6.422084 4.952701
O 1.221124 -3.801674 -0.409131
C 2.143227 -3.454623 -1.123214
C 2.029346 -3.545630 -2.600708
C 0.848306 -4.013359 -3.171012
C 0.718086 -4.065109 -4.551254
C 1.766342 -3.648472 -5.367938
C 2.951173 -3.197983 -4.803694
C 3.088937 -3.150789 -3.419428
C 4.367191 -2.683912 -2.826579
O 5.308351 -2.391354 -3.539458
C 4.473761 -2.573936 -1.350945
C 5.653714 -2.103348 -0.781484
C 5.751822 -1.965180 0.595884
C 4.671596 -2.296206 1.409852
C 3.499289 -2.779195 0.846991
C 3.397403 -2.924548 -0.533722
H 0.027958 -4.333424 -2.539552
H -0.204428 -4.425844 -4.993783
H 1.658556 -3.677636 -6.446317
H 3.766105 -2.879685 -5.443127
H 6.495290 -1.839974 -1.411269
H 6.670138 -1.594700 1.037166
H 4.745181 -2.179093 2.485065
H 2.663807 -3.037742 1.487305
O -6.434689 -0.598785 -7.612391
C -5.695568 -1.460692 -7.177900
C -4.262217 -1.169081 -6.924195
C -3.767100 0.109397 -7.167001
C -2.437879 0.400941 -6.895502
C -1.598207 -0.582630 -6.379171
C -2.084309 -1.861710 -6.152623
C -3.414142 -2.160577 -6.429584
C -3.915785 -3.537495 -6.199260
O -3.161782 -4.414518 -5.819350
C -5.352269 -3.824575 -6.433264
C -5.845318 -5.103152 -6.187169
C -7.193375 -5.373429 -6.371132
C -8.054743 -4.367608 -6.801187
C -7.564806 -3.095760 -7.061131
C -6.211727 -2.820924 -6.883328
H -4.418304 0.879247 -7.563600
H -2.055130 1.397918 -7.080890
H -0.563116 -0.350636 -6.155519
H -1.426176 -2.624669 -5.755692
H -5.179537 -5.887797 -5.847769
H -7.576134 -6.368400 -6.175283
H -9.109549 -4.577830 -6.935442
H -8.239148 -2.317591 -7.398694

Atoms 1-2, force components in eV/Å:
0.2 0.0 -0.5
0.7 0.2 -1.0

Atom charges from the Mulliken analysis, given in e for atoms 1 to 5:
1. C -1.16
2. C -0.72
3. P 1.55
4. C -0.99
5. C -1.05


[2]
Entry from the Open Molecules 2025 dataset: a molecular structure, C48H45IrN2P4S2 (the ωB97M-V functional and the def2-TZVPD basis).

Charge: -1
2S+1: 2
Electronic energy: -115154.4188 eV
HOMO (alpha / beta): -0.130 / -0.143 hartree
Relative energy (zero: lowest compared OMol25 entry of this formula, charge and spin): 14.92 kcal/mol
HOMO-LUMO gap (alpha / beta): 5.53 / 5.44 eV
Expectation value of S²: 0.77

Cartesian coordinates (Å):
Ir 0.159740 0.472606 -1.113779
S -3.201089 1.782302 0.065404
P -2.044794 0.352470 0.836266
C -0.325840 0.603050 0.935153
P 0.550467 1.335688 2.256454
S 1.197894 3.189212 2.015451
C 1.984854 0.222987 2.516167
C 1.956172 -1.095943 2.080077
C 3.066101 -1.909723 2.264714
C 4.203094 -1.413936 2.885176
C 4.233627 -0.096557 3.324509
C 3.128405 0.719911 3.137695
C -0.308528 1.286542 3.859017
C 0.099550 0.468726 4.906320
C -0.614447 0.463655 6.094897
C -1.736960 1.264305 6.237514
C -2.139649 2.089635 5.195546
C -1.422783 2.108338 4.011694
C -2.821015 -0.325660 2.329018
C -4.155763 -0.030192 2.601901
C -4.807876 -0.653354 3.653823
C -4.142636 -1.595056 4.425838
C -2.822974 -1.915663 4.135082
C -2.167295 -1.294348 3.086765
C -1.183250 -2.365531 -0.750577
C -2.404594 -1.835373 -1.222932
C -3.621474 -2.432329 -0.902315
C -3.675016 -3.492783 -0.016585
C -2.486700 -4.002465 0.499245
C -1.268730 -3.466504 0.127180
H 1.068828 -1.473469 1.582018
H 3.046704 -2.934766 1.913574
H 5.068943 -2.050506 3.022200
H 5.121696 0.293916 3.807343
H 3.138762 1.755780 3.455026
H 0.975113 -0.156977 4.788277
H -0.292940 -0.173392 6.910431
H -2.295740 1.252218 7.165598
H -3.015834 2.716432 5.306513
H -1.712264 2.757617 3.192663
H -4.667565 0.700975 1.990059
H -5.840350 -0.404348 3.869576
H -4.653957 -2.080630 5.248618
H -2.309256 -2.661772 4.729777
H -1.142412 -1.552581 2.848581
H -2.376679 -1.042030 -1.958969
H -4.534230 -2.024757 -1.320774
H -4.627626 -3.912917 0.280745
H -2.510679 -4.827367 1.202036
H -0.346926 -3.873660 0.525367
C 1.086136 3.685172 -1.969562
P -0.466893 2.883552 -1.383416
C -1.024251 4.268888 -0.332175
C -1.541004 2.979843 -2.856210
C -2.390252 4.061799 -3.073187
C -3.236100 4.095684 -4.168872
C -3.272205 3.023780 -5.049355
C -2.445437 1.935154 -4.837523
C -1.566007 1.905933 -3.757553
P -0.429156 0.517590 -3.468344
C -1.111261 -0.881594 -4.448351
C 0.913475 0.972342 -4.660510
H 0.863657 4.647863 -2.434443
H 1.623393 3.044625 -2.663765
H 1.704642 3.837123 -1.082817
H -0.839736 5.211849 -0.848573
H -0.426425 4.233845 0.577315
H -2.071808 4.154336 -0.071241
H -2.406374 4.886703 -2.375967
H -3.882120 4.950092 -4.325926
H -3.950072 3.033070 -5.893564
H -2.491609 1.094773 -5.518635
H -2.147903 -1.089186 -4.183636
H -0.510041 -1.756420 -4.193073
H -1.023801 -0.691774 -5.517558
H 0.468499 1.425559 -5.547936
H 1.452807 0.067790 -4.942532
H 1.617083 1.667352 -4.207909
N 0.034389 -1.817293 -1.096900
C 1.057498 -2.714100 -1.350345
C 0.834480 -3.855824 -2.147321
C 1.864437 -4.727329 -2.451778
C 3.151539 -4.497501 -1.979441
C 3.384771 -3.386588 -1.179955
C 2.357408 -2.513921 -0.865129
H -0.163830 -4.037851 -2.528236
H 1.667093 -5.598744 -3.066265
H 3.955483 -5.180123 -2.225874
H 4.381351 -3.201496 -0.794212
H 2.536683 -1.670846 -0.215623
N 7.651366 0.205769 -1.136498
C 6.507624 0.335247 -1.172588
C 5.088951 0.475043 -1.221550
C 4.367657 -0.104834 -2.267351
C 2.987460 -0.025433 -2.275786
C 2.279520 0.636208 -1.270047
C 3.023180 1.266270 -0.273235
C 4.402803 1.175331 -0.226524
H 4.894710 -0.629083 -3.054537
H 2.450108 -0.524730 -3.073120
H 2.515436 1.843434 0.491343
H 4.950568 1.640879 0.582916

Atoms 1-2, force components in eV/Å:
-1.6 0.6 -0.3
-0.4 0.0 -0.5

Atom charges from the Mulliken analysis, given in e for atoms 1 to 5:
1. Ir 1.27
2. S -0.64
3. P 0.66
4. C -0.81
5. P 1.86


- The highest 2S+1 belongs to which entry?
  C48H45IrN2P4S2


- Number 1 is which compound?
  C48H44O9P2S


- Which of these has the lowest electronic energy?
  C48H45IrN2P4S2